# 1
Molecular formula: C33H66Cl2O20
Method: DFT, ωB97M-V/def2-TZVPD

Element x y z (Å)
C1 0.476 -4.280 2.300
C2 1.538 -5.234 2.772
O1 2.028 -5.908 1.599
C3 3.184 -6.571 1.634
O2 3.863 -6.747 0.669
O3 3.448 -7.032 2.870
C4 4.774 -7.502 3.084
H1 -0.283 -4.815 1.734
H2 0.901 -3.411 1.807
H3 -0.088 -3.949 3.179
H4 1.076 -5.952 3.454
H5 2.365 -4.759 3.298
H6 5.146 -8.110 2.256
H7 4.770 -8.156 3.948
H8 5.429 -6.635 3.164
C5 7.223 0.842 -1.009
C6 6.516 0.824 0.350
O4 5.132 0.525 0.178
C7 4.317 1.555 -0.028
O5 4.642 2.705 -0.138
O6 3.074 1.081 -0.100
C8 2.069 2.017 -0.429
H9 8.299 0.724 -0.908
H10 6.955 1.758 -1.529
H11 6.847 0.001 -1.597
H12 6.661 1.811 0.793
H13 6.882 0.052 1.020
H14 1.151 1.754 0.093
H15 1.786 2.038 -1.485
H16 2.357 3.024 -0.139
C9 3.380 4.476 -3.302
C10 3.226 4.071 -4.745
O7 2.041 3.281 -4.912
C11 2.088 2.027 -4.470
O8 3.072 1.431 -4.132
O9 0.832 1.573 -4.421
C12 0.583 0.383 -3.679
H17 2.424 4.791 -2.882
H18 4.010 5.374 -3.270
H19 3.874 3.744 -2.670
H20 4.076 3.433 -5.007
H21 3.217 4.906 -5.434
H22 1.460 -0.263 -3.642
H23 -0.204 -0.173 -4.181
H24 0.303 0.664 -2.668
C13 -3.612 -3.967 -3.676
C14 -2.399 -3.684 -4.537
O10 -1.199 -4.252 -3.986
C15 -0.673 -3.673 -2.914
O11 -1.033 -2.638 -2.408
O12 0.315 -4.439 -2.481
C16 1.056 -3.957 -1.369
H25 -4.290 -3.116 -3.675
H26 -3.296 -4.109 -2.638
H27 -4.140 -4.890 -3.912
H28 -2.277 -2.614 -4.692
H29 -2.440 -4.183 -5.502
H30 0.422 -3.461 -0.631
H31 1.809 -3.236 -1.684
H32 1.492 -4.817 -0.869
C17 -3.047 -1.852 3.052
C18 -3.050 -3.362 3.232
O13 -2.952 -3.924 1.923
C19 -2.996 -5.261 1.830
C20 -2.772 -5.735 0.411
O14 -3.116 -5.991 2.777
H33 -3.322 -1.301 3.951
H34 -3.855 -1.636 2.349
H35 -2.113 -1.496 2.621
H36 -2.299 -3.740 3.927
H37 -4.000 -3.644 3.699
H38 -2.741 -4.919 -0.303
H39 -3.511 -6.485 0.146
H40 -1.800 -6.232 0.474
C21 -1.247 7.708 2.785
C22 -0.589 6.677 1.855
O15 -0.205 5.549 2.630
C23 0.143 4.438 1.976
C24 0.421 3.286 2.868
O16 0.232 4.398 0.775
H41 -1.648 7.169 3.650
H42 -2.151 8.095 2.316
H43 -0.563 8.480 3.114
H44 -1.289 6.374 1.080
H45 0.291 7.136 1.404
H46 0.174 3.500 3.908
H47 1.479 3.018 2.964
H48 -0.080 2.379 2.538
C25 -1.220 3.438 -2.305
C26 -2.498 3.079 -3.029
O17 -2.784 1.685 -2.846
C27 -3.367 1.042 -3.860
C28 -3.465 -0.433 -3.589
O18 -3.791 1.574 -4.850
H49 -0.405 2.855 -2.755
H50 -1.195 3.161 -1.249
H51 -1.009 4.496 -2.432
H52 -3.341 3.665 -2.646
H53 -2.423 3.295 -4.093
H54 -2.507 -0.896 -3.356
H55 -3.987 -0.867 -4.438
H56 -4.080 -0.606 -2.706
C29 -3.019 3.217 1.569
C30 -3.602 2.945 2.944
O19 -2.562 2.965 3.907
C31 -2.573 2.102 4.927
C32 -1.514 2.357 5.966
O20 -3.318 1.161 4.992
H57 -3.663 2.875 0.753
H58 -2.092 2.680 1.367
H59 -2.878 4.287 1.410
H60 -4.360 3.706 3.147
H61 -4.142 1.998 2.959
H62 -1.759 1.752 6.829
H63 -1.433 3.416 6.207
H64 -0.553 2.037 5.559
Cl1 -2.990 -0.197 -0.205
C33 -1.268 0.110 -0.259
Cl2 -0.301 -1.020 0.722
H65 -0.923 0.120 -1.281
H66 -1.027 1.045 0.236

Its structure (SMILES) is CCOC(=O)OC.CCOC(=O)OC.CCOC(=O)OC.CCOC(=O)OC.CCOC(C)=O.CCOC(C)=O.CCOC(C)=O.CCOC(C)=O.ClCCl. The molar mass is 853.777 g mol⁻¹. As for the charge: 0. For the HOMO-LUMO gap, the calculation gives 10.7 eV. The LUMO energy comes out at 0.43 eV. The calculation puts the energy relative to the best compared isomer or geometry (same formula, charge and spin) at 0.0 kJ/mol. The multiplicity is 1.

=====

# 2
Molecular formula: C33H66O25
Method: DFT, ωB97M-V/def2-TZVPD

Element x y z (Å)
C1 3.720 -0.001 -1.670
O1 3.540 0.268 -0.290
C2 3.878 1.473 0.146
O2 4.278 2.401 -0.493
O3 3.617 1.458 1.455
C3 3.823 2.659 2.196
H1 4.780 0.061 -1.915
H2 3.117 0.653 -2.301
H3 3.343 -1.009 -1.836
H4 4.849 2.522 2.558
H5 3.241 2.699 3.116
H6 3.721 3.556 1.597
C4 1.739 -0.100 6.764
O4 0.665 0.673 6.273
C5 0.990 1.670 5.465
O5 2.040 1.867 4.910
O6 -0.077 2.442 5.324
C6 0.009 3.596 4.496
H7 2.604 0.487 7.076
H8 2.135 -0.827 6.052
H9 1.396 -0.653 7.636
H10 -0.960 3.910 4.125
H11 0.601 3.314 3.624
H12 0.510 4.400 5.031
C7 -4.056 1.936 -4.899
O7 -3.039 1.110 -4.319
C8 -2.263 0.344 -5.087
O8 -1.535 -0.495 -4.626
O9 -2.470 0.563 -6.379
C9 -1.658 -0.178 -7.306
H13 -4.502 1.543 -5.809
H14 -3.549 2.861 -5.183
H15 -4.817 2.115 -4.147
H16 -1.389 -1.158 -6.918
H17 -0.744 0.399 -7.440
H18 -2.233 -0.281 -8.219
C10 0.410 -4.969 4.278
O10 0.429 -3.686 4.874
C11 1.184 -2.739 4.352
O11 1.287 -1.658 4.856
O12 1.859 -3.125 3.274
C12 2.740 -2.161 2.716
H19 -0.081 -4.984 3.303
H20 -0.136 -5.652 4.923
H21 1.421 -5.352 4.131
H22 3.659 -2.099 3.297
H23 2.286 -1.174 2.678
H24 2.928 -2.417 1.676
C13 -2.934 4.424 -2.003
O13 -1.689 5.028 -2.370
C14 -0.679 4.285 -2.785
O14 0.354 4.731 -3.178
O15 -0.969 2.988 -2.676
C15 0.012 2.074 -3.130
H25 -3.407 3.949 -2.861
H26 -3.572 5.248 -1.691
H27 -2.785 3.727 -1.182
H28 -0.137 1.065 -2.756
H29 1.009 2.383 -2.810
H30 0.077 1.959 -4.214
C16 0.324 -1.378 -1.744
O16 0.374 -1.357 -0.319
C17 0.034 -0.250 0.326
O17 -0.384 0.760 -0.195
O18 0.347 -0.392 1.604
C18 0.162 0.704 2.498
H31 1.073 -0.748 -2.215
H32 -0.676 -1.151 -2.115
H33 0.498 -2.432 -1.960
H34 -0.573 0.448 3.258
H35 -0.068 1.604 1.929
H36 1.104 0.891 3.018
C19 -5.414 -1.751 2.620
O19 -4.055 -1.531 2.917
C20 -3.702 -1.423 4.179
O20 -4.445 -1.487 5.121
O21 -2.382 -1.283 4.241
C21 -1.820 -1.211 5.526
H37 -5.569 -2.017 1.574
H38 -6.009 -0.865 2.831
H39 -5.807 -2.630 3.133
H40 -2.377 -0.549 6.188
H41 -0.767 -0.941 5.505
H42 -1.783 -2.166 6.066
C22 4.219 -0.922 -4.993
C23 2.718 -0.956 -4.885
C24 1.917 -2.173 -5.250
O22 2.145 0.024 -4.444
H43 4.668 0.056 -4.862
H44 4.498 -1.322 -5.972
H45 4.630 -1.626 -4.263
H46 0.931 -1.852 -5.587
H47 1.784 -2.816 -4.380
H48 2.385 -2.669 -6.102
C25 1.288 4.050 -0.093
C26 0.223 4.472 0.857
C27 -1.206 4.091 0.561
O23 0.488 5.099 1.856
H49 1.205 4.399 -1.121
H50 1.363 2.957 -0.137
H51 2.229 4.329 0.378
H52 -1.679 4.764 -0.156
H53 -1.787 4.252 1.473
H54 -1.358 3.047 0.292
C28 2.242 -5.498 -0.855
C29 1.935 -6.173 -2.176
C30 1.313 -7.535 -2.187
O24 2.165 -5.579 -3.206
H55 1.613 -4.610 -0.758
H56 3.295 -5.230 -0.828
H57 1.970 -6.096 0.016
H58 1.289 -7.895 -3.214
H59 0.285 -7.499 -1.823
H60 1.918 -8.221 -1.593
C31 -3.628 0.868 -1.551
C32 -3.706 1.584 -0.214
C33 -3.337 0.870 1.061
O25 -4.140 2.712 -0.125
H61 -2.617 0.462 -1.624
H62 -3.811 1.545 -2.382
H63 -4.379 0.080 -1.630
H64 -4.142 0.996 1.784
H65 -2.427 1.246 1.529
H66 -3.155 -0.195 0.910

Its structure (SMILES) is COC(=O)OC.COC(=O)OC.COC(=O)OC.COC(=O)OC.COC(=O)OC.COC(=O)OC.COC(=O)OC.CC(C)=O.CC(C)=O.CC(C)=O.CC(C)=O. The molar mass is 862.866 g mol⁻¹. As for the charge: 0. For the HOMO-LUMO gap, the calculation gives 9.4 eV. The LUMO energy comes out at 0.24 eV. The calculation puts the energy relative to the best compared isomer or geometry (same formula, charge and spin) at 31.4 kJ/mol. The multiplicity is 1.